Entry 1:
# C16H31NO4ReSi4Te4

A structure of composition C16H31NO4ReSi4Te4 (the ωB97M-V functional and the def2-TZVPD basis, OMol25).

Geometry (Å):
Re  -1.869  -0.057  -0.148
O  -4.947  -2.268  2.850
C  -4.455  -1.350  1.997
O  -4.756  -1.277  0.838
C  -3.534  -0.379  2.690
C  -3.546  -0.206  4.058
C  -2.820  0.848  4.613
C  -2.164  1.718  3.763
C  -2.185  1.452  2.400
N  -2.806  0.397  1.881
C  -1.544  2.406  1.397
O  -1.084  3.456  1.778
O  -1.613  1.969  0.181
H  -5.563  -2.813  2.333
H  -4.143  -0.866  4.669
H  -2.809  0.998  5.683
H  -1.630  2.596  4.098
Te  -4.289  2.417  -2.647
Te  -2.589  0.415  -2.600
Te  -3.975  -1.963  -2.725
Te  -2.213  -2.564  -0.743
C  1.298  -3.457  -0.934
Si  1.269  -1.923  -2.047
C  3.037  -1.652  -2.628
C  0.215  -2.247  -3.574
Si  0.504  -0.056  -0.840
Si  1.271  1.869  -1.939
C  1.011  1.639  -3.784
C  0.504  3.478  -1.406
C  3.124  1.947  -1.618
Si  1.495  -0.197  1.318
C  3.149  -1.078  1.192
C  0.404  -1.205  2.480
C  1.823  1.475  2.096
H  0.815  -4.304  -1.424
H  0.804  -3.309  0.027
H  2.333  -3.736  -0.728
H  3.395  -2.571  -3.100
H  3.708  -1.423  -1.801
H  3.111  -0.850  -3.362
H  -0.189  -3.261  -3.556
H  0.836  -2.147  -4.466
H  -0.626  -1.561  -3.687
H  -0.034  1.776  -4.068
H  1.327  0.655  -4.132
H  1.595  2.389  -4.323
H  -0.537  3.547  -1.724
H  1.068  4.290  -1.873
H  0.519  3.614  -0.325
H  3.624  1.011  -1.865
H  3.327  2.173  -0.571
H  3.578  2.737  -2.219
H  3.044  -2.102  0.840
H  3.634  -1.105  2.171
H  3.813  -0.547  0.509
H  0.113  -2.160  2.035
H  -0.511  -0.675  2.755
H  0.943  -1.417  3.407
H  2.655  1.966  1.592
H  2.111  1.328  3.141
H  0.975  2.159  2.067

## Properties
2S+1   2
DFT total energy   -89591.84245 eV
E_HOMO (spin up / spin down)   -6.983 / -6.991 eV
Relative energy (zero: lowest compared OMol25 entry of this formula, charge and spin)   12.4 kJ/mol
HOMO-LUMO gap (spin up / spin down)   5.0 / 5.4 eV
Total charge   0
LUMO energy (spin up / spin down)   -1.98 / -1.55 eV



Entry 2:
# C2H5O3Yb

A structure of composition C2H5O3Yb (the ωB97M-V functional and the def2-TZVPD basis, OMol25).

Geometry (Å):
H  1.123  -1.719  -0.290
O  0.270  -0.525  -1.683
O  -0.608  -1.678  -1.784
C  1.282  -0.737  -0.759
H  2.233  -0.542  -1.268
Yb  -2.072  -0.295  -0.993
O  -1.708  0.831  0.991
C  -0.740  1.253  1.654
H  -0.886  1.425  2.733
H  1.180  -0.008  0.223
H  -0.074  1.994  1.176

## Properties
2S+1   2
DFT total energy   -39804.11446 eV
E_HOMO (spin up / spin down)   -20.339 / -19.101 eV
HOMO-LUMO gap (spin up / spin down)   10.6 / 6.7 eV
Total charge   +2
LUMO energy (spin up / spin down)   -9.74 / -12.40 eV



Entry 3:
# CH6N4

The molecule CH6N4 (the ωB97M-V functional and the def2-TZVPD basis, OMol25).

Geometry (Å):
N  -1.803  0.006  -1.393
N  -0.637  0.570  -0.667
C  -0.302  -0.095  0.345
N  0.850  0.365  0.981
N  1.892  -0.645  0.722
H  -2.299  0.422  -2.161
H  -2.298  0.047  -0.360
H  -0.691  -1.068  0.605
H  1.042  1.301  0.576
H  2.120  -0.947  1.848
H  1.823  -1.257  -0.074

## Properties
DFT total energy   -7090.14817 eV
E_HOMO   -8.595 eV
Relative energy (zero: lowest compared OMol25 entry of this formula, charge and spin)   377.2 kJ/mol
HOMO-LUMO gap   9.8 eV
Total charge   0
SMILES string   N/N=C/NN
LUMO energy   1.18 eV



Entry 4:
# C16H50ClN10O12

A cluster of 9 separate species, C16H50ClN10O12 in total (the ωB97M-V functional and the def2-TZVPD basis, OMol25).

Geometry (Å):
Cl  -1.437  0.598  1.089
O  -0.403  1.600  0.981
O  -2.029  0.221  -0.174
O  -0.810  -0.637  1.532
O  -2.471  1.018  2.026
C  -2.206  6.591  -5.490
C  -1.963  5.344  -4.771
O  -2.058  5.646  -3.383
H  -1.716  6.558  -6.463
H  -1.737  7.427  -4.972
H  -3.255  6.875  -5.574
H  -1.042  4.818  -5.020
H  -2.706  4.564  -4.941
H  -1.711  4.827  -3.022
C  -3.433  -1.540  -7.799
C  -4.508  -1.095  -8.824
O  -4.062  -1.066  -10.129
H  -3.082  -2.568  -7.704
H  -3.767  -1.117  -6.851
H  -2.572  -0.970  -8.150
H  -4.775  -0.041  -8.742
H  -5.449  -1.644  -8.860
H  -3.904  -1.976  -10.389
C  1.557  -6.359  -2.343
O  1.703  -7.404  -2.899
N  1.172  -5.262  -2.911
N  1.636  -6.139  -1.056
H  0.966  -5.300  -3.899
H  1.107  -4.331  -2.524
H  1.464  -5.180  -0.789
H  1.737  -6.899  -0.399
C  -6.292  -4.547  -3.014
O  -7.109  -5.317  -3.480
N  -6.526  -3.453  -2.286
N  -5.056  -4.865  -3.018
H  -5.834  -2.745  -2.087
H  -7.510  -3.251  -2.183
H  -4.817  -5.712  -3.515
H  -4.361  -4.348  -2.498
C  1.304  10.006  -0.149
O  1.804  11.025  0.263
N  0.262  10.053  -0.904
N  1.718  8.826  0.077
H  -0.157  9.232  -1.317
H  -0.101  10.981  -1.069
H  1.130  8.045  -0.176
H  2.579  8.627  0.566
C  -6.988  -3.309  3.507
O  -7.890  -4.109  3.354
N  -7.211  -2.101  3.896
N  -5.713  -3.583  3.426
H  -8.092  -1.772  4.262
H  -6.346  -1.582  3.946
H  -5.363  -4.382  2.916
H  -5.120  -2.795  3.642
C  1.649  -0.491  7.433
C  1.088  -1.774  7.993
C  1.944  -2.947  7.522
O  1.451  -4.205  8.013
C  2.388  -5.249  7.663
N  1.178  -1.641  9.431
H  1.448  -0.249  6.389
H  2.726  -0.584  7.573
H  1.251  0.280  8.093
H  0.060  -1.867  7.644
H  2.978  -2.878  7.859
H  1.936  -2.876  6.435
H  2.603  -5.244  6.594
H  1.852  -6.191  7.776
H  3.346  -5.183  8.178
H  2.155  -1.604  9.683
H  0.987  -2.591  9.717
C  5.983  -0.159  -0.616
C  6.619  0.893  0.388
C  6.432  2.335  -0.122
O  7.305  2.465  -1.232
C  7.415  3.781  -1.769
N  5.927  0.807  1.634
H  6.130  -1.196  -0.316
H  6.458  -0.108  -1.596
H  4.933  0.029  -0.840
H  7.666  0.732  0.644
H  6.751  3.071  0.616
H  5.406  2.556  -0.416
H  6.396  4.107  -1.975
H  7.844  3.672  -2.765
H  7.956  4.410  -1.061
H  6.263  1.595  2.169
H  4.920  0.824  1.554

## Properties
DFT total energy   -69389.99736 eV
E_HOMO   -6.287 eV
Relative energy (zero: lowest compared OMol25 entry of this formula, charge and spin)   503.9 kJ/mol
HOMO-LUMO gap   8.1 eV
Total charge   -1
LUMO energy   1.80 eV



Entry 5:
# C5H9NO

A cluster of 2 separate species, C5H9NO in total (the ωB97M-V functional and the def2-TZVPD basis, OMol25).

Geometry (Å):
C  -1.975  0.635  0.201
C  -0.730  -0.260  0.168
C  0.468  0.401  0.801
O  0.421  0.524  2.157
C  1.527  0.886  0.148
C  1.725  -2.792  -2.541
N  1.669  -1.717  -2.071
H  -1.824  1.521  -0.425
H  -2.845  0.091  -0.178
H  -2.206  0.971  1.220
H  -0.503  -0.544  -0.866
H  -0.925  -1.201  0.706
H  1.664  -0.848  -1.566
H  -0.363  0.074  2.494
H  2.349  1.344  0.688
H  1.549  0.915  -0.935

## Properties
DFT total energy   -8866.58401 eV
E_HOMO   -9.341 eV
Relative energy (zero: lowest compared OMol25 entry of this formula, charge and spin)   253.6 kJ/mol
HOMO-LUMO gap   10.0 eV
Total charge   0
LUMO energy   0.64 eV



Entry 6:
# C24H20CoF5N3O4STe

A structure of composition C24H20CoF5N3O4STe (the ωB97M-V functional and the def2-TZVPD basis, OMol25).

Geometry (Å):
Co  -0.334  -0.422  1.493
O  -0.030  3.988  1.736
C  -1.030  4.056  2.603
C  -1.394  5.358  2.995
C  -2.393  5.584  3.916
C  -3.074  4.517  4.501
C  -2.728  3.233  4.127
C  -1.734  2.980  3.181
C  -1.433  1.587  2.794
O  -0.864  1.410  1.686
N  -1.778  0.593  3.644
N  -1.292  -0.536  3.117
C  -1.363  -1.696  3.667
C  -0.659  -2.739  2.923
C  -0.562  -4.064  3.330
C  0.180  -4.947  2.562
C  0.814  -4.488  1.417
C  0.673  -3.152  1.065
N  -0.059  -2.318  1.789
H  0.306  3.088  1.470
H  -0.846  6.177  2.548
H  -2.641  6.604  4.191
H  -3.855  4.689  5.231
H  -3.227  2.375  4.558
H  -1.852  -1.863  4.620
H  -1.052  -4.379  4.242
H  0.276  -5.983  2.864
H  1.428  -5.137  0.810
H  1.181  -2.708  0.219
C  -0.394  -1.529  -7.094
C  0.759  -1.113  -7.970
O  0.759  -1.289  -9.167
S  2.207  -0.374  -7.240
C  1.858  -0.317  -5.501
C  2.099  -1.431  -4.700
C  1.775  -1.403  -3.356
C  1.202  -0.260  -2.778
C  1.008  0.870  -3.587
C  1.330  0.842  -4.933
C  0.823  -0.246  -1.407
C  0.531  -0.271  -0.223
H  -1.311  -1.425  -7.673
H  -0.453  -0.969  -6.165
H  -0.262  -2.583  -6.843
H  2.539  -2.319  -5.138
H  1.970  -2.259  -2.724
H  0.604  1.765  -3.134
H  1.167  1.716  -5.552
C  -1.974  -0.773  0.454
H  -2.073  0.011  -0.297
H  -2.861  -0.760  1.099
H  -1.919  -1.737  -0.058
F  3.215  1.987  2.562
Te  2.687  0.511  1.441
F  2.963  -1.419  0.679
F  4.132  1.075  0.175
F  4.089  -0.241  2.534
F  1.578  2.176  0.714
O  1.291  -0.044  2.577

## Properties
2S+1   2
DFT total energy   -107216.37772 eV
E_HOMO (spin up / spin down)   -1.315 / -2.866 eV
Relative energy (zero: lowest compared OMol25 entry of this formula, charge and spin)   169.1 kJ/mol
HOMO-LUMO gap (spin up / spin down)   5.3 / 6.9 eV
Total charge   -2
LUMO energy (spin up / spin down)   4.03 / 4.03 eV



Entry 7:
# C3H7N3O

A structure of composition C3H7N3O (the ωB97M-V functional and the def2-TZVPD basis, OMol25).

Geometry (Å):
N  -0.645  -0.601  -0.790
C  -0.921  -0.075  0.972
N  -0.251  0.393  -1.641
N  -0.918  1.282  0.960
C  0.368  -1.091  0.050
C  1.642  -0.584  0.239
O  -1.421  -0.767  1.816
H  -0.727  0.306  -2.531
H  0.754  0.527  -1.790
H  -1.673  1.714  1.469
H  -0.632  1.737  0.105
H  0.128  -2.075  0.431
H  2.325  -1.128  0.873
H  1.971  0.361  -0.163

## Properties
DFT total energy   -9738.83109 eV
E_HOMO   -7.824 eV
Relative energy (zero: lowest compared OMol25 entry of this formula, charge and spin)   405.5 kJ/mol
HOMO-LUMO gap   8.4 eV
Total charge   0
LUMO energy   0.60 eV



Entry 8:
# CrH14O7

A structure of composition CrH14O7 (the ωB97M-V functional and the def2-TZVPD basis, OMol25).

Geometry (Å):
Cr  0.052  -0.002  0.027
O  1.020  -0.063  -1.878
H  1.817  -0.556  -2.076
H  0.663  0.172  -2.734
O  1.952  0.458  0.818
H  2.353  1.210  1.254
H  2.672  -0.161  0.696
O  0.949  -1.966  -0.094
H  0.622  -2.616  -0.717
H  1.399  -2.481  0.575
O  -1.731  0.134  -1.069
H  -2.423  0.783  -0.937
H  -2.068  -0.439  -1.757
O  -0.666  0.906  1.775
H  -0.235  1.543  2.345
H  -1.542  0.807  2.146
O  -1.481  -1.407  0.883
H  -1.271  -1.850  1.705
H  -2.303  -1.805  0.597
O  0.068  2.061  -0.442
H  0.602  2.520  -1.090
H  -0.450  2.751  -0.026

## Properties
2S+1   5
DFT total energy   -42967.39569 eV
E_HOMO (spin up / spin down)   -15.312 / -19.460 eV
Relative energy (zero: lowest compared OMol25 entry of this formula, charge and spin)   4.6 kJ/mol
HOMO-LUMO gap (spin up / spin down)   8.6 / 12.8 eV
Total charge   +2
LUMO energy (spin up / spin down)   -6.68 / -6.69 eV



no.,largest force on an atom (eV Å⁻¹),molar mass (g mol⁻¹)
1,0.669,1110.4
2,4.217,250.1
3,7.093,74.1
4,6.406,610.1
5,1.221,99.1
6,0.798,728.0
7,3.293,101.1
8,1.284,178.1